No. 1
Below is a structure of composition C32H29ClGaN5, with properties calculated with ωB97M-V/def2-TZVPD.

Values from the calculation:
charge	+2
multiplicity	1
molecular weight	588.8	g mol⁻¹

Atoms and positions in Å:
Ga: 0.69563 -0.09067 0.36366
C: 4.80391 -0.86525 -0.85726
C: 3.44368 -1.03250 -0.60586
N: 2.65946 -0.02015 -0.25655
C: 3.19864 1.22291 -0.17052
C: 4.54932 1.47976 -0.39085
C: 5.36123 0.38436 -0.73994
C: 5.03764 2.82533 -0.25893
C: 4.20292 3.83669 0.05993
C: 2.80101 3.59467 0.26755
C: 1.86491 4.59655 0.58980
C: 0.54541 4.26336 0.76551
C: 0.15032 2.93094 0.61914
N: 1.01377 1.97806 0.31152
C: 2.31408 2.29808 0.14769
H: 5.39787 -1.72351 -1.13780
H: 2.98404 -2.00593 -0.69464
H: 6.41804 0.53930 -0.92383
H: 6.09269 3.00948 -0.42222
H: 4.57403 4.84956 0.15839
H: 2.19403 5.62325 0.69573
H: -0.19365 5.01318 1.01210
H: -0.88032 2.63344 0.75093
C: -4.46482 -2.06569 1.29025
C: -3.18062 -2.23644 0.47355
C: -3.10467 -1.33877 -0.74960
C: -3.98306 -1.60131 -1.79624
C: -3.91759 -0.90385 -2.98863
C: -2.93666 0.05900 -3.16286
C: -2.04299 0.36540 -2.14432
C: -1.02190 1.45239 -2.39314
C: -1.61509 2.85454 -2.21355
C: -2.16487 -0.31033 -0.92380
N: -1.27008 -0.00005 0.16292
C: -1.75339 0.14105 1.37591
C: -0.89577 0.14674 2.49192
C: -1.12349 0.26708 3.86496
C: 0.11594 0.11514 4.48347
C: 1.05558 -0.09506 3.47175
N: 0.45803 -0.08525 2.26882
H: -4.51447 -2.80580 2.08914
H: -5.34625 -2.19098 0.66161
H: -4.52886 -1.07415 1.74516
H: -3.12847 -3.27001 0.12093
H: -2.31752 -2.09756 1.12621
H: -4.71316 -2.39424 -1.67796
H: -4.61448 -1.12353 -3.78753
H: -2.85681 0.58561 -4.10779
H: -0.65199 1.35119 -3.41444
H: -0.15717 1.33591 -1.74624
H: -2.35959 3.04370 -2.98738
H: -0.84973 3.62961 -2.29037
H: -2.12539 2.95189 -1.25174
H: -2.82798 0.23401 1.51458
H: -2.07948 0.43702 4.34073
H: 0.32333 0.14439 5.54212
H: 2.12166 -0.24675 3.56843
Cl: -1.23192 -4.47789 -2.57893
C: -0.33268 -3.94581 -1.22429
C: 0.11619 -4.83087 -0.25825
C: 0.82441 -4.33431 0.82614
C: 1.05265 -2.97831 0.91822
N: 0.61651 -2.12542 -0.02615
C: -0.06231 -2.59911 -1.08297
H: -0.09032 -5.88938 -0.35420
H: 1.18421 -4.99591 1.60228
H: 1.57304 -2.54805 1.76221
H: -0.40668 -1.89075 -1.82448

No. 2
Below is a structure of composition C32H29HgN12, with properties calculated with ωB97M-V/def2-TZVPD.

Values from the calculation:
expectation value of S²	0.767
multiplicity	2
molecular weight	782.3	g mol⁻¹

Atoms and positions in Å:
Hg: -1.46152 -0.31134 -0.10029
C: 2.42704 1.89087 0.18900
N: 1.68042 0.65282 0.14595
C: 2.40372 -0.46291 0.72169
C: 1.76446 -1.74847 0.31363
N: 1.07350 -1.91535 -0.78042
C: 0.73075 -3.26647 -0.78296
C: -0.01856 -3.99706 -1.70034
C: -0.22170 -5.33834 -1.44170
C: 0.30404 -5.94938 -0.29344
C: 1.04414 -5.23700 0.62998
C: 1.24347 -3.89023 0.35870
N: 1.91737 -2.89005 1.03868
C: 1.52306 3.08389 0.11913
N: 0.29162 3.12892 0.54439
C: -0.11455 4.44127 0.33799
C: -1.34851 5.04213 0.57538
C: -1.49323 6.37173 0.22852
C: -0.43753 7.09898 -0.34451
C: 0.79466 6.51890 -0.58261
C: 0.92996 5.18280 -0.22502
N: 1.97594 4.28826 -0.33909
H: 3.19439 1.97141 -0.59628
H: 2.95967 1.93630 1.14477
H: 1.40517 0.42664 -0.80389
H: 2.39243 -0.37986 1.81418
H: 3.46073 -0.49821 0.41040
H: -0.43225 -3.52045 -2.57982
H: -0.80805 -5.93127 -2.13125
H: 0.11404 -7.00093 -0.12223
H: 1.43341 -5.70243 1.52571
H: 2.26151 -2.94137 1.98344
H: -2.16129 4.47736 1.01338
H: -2.43938 6.86822 0.39952
H: -0.59375 8.13729 -0.60564
H: 1.60636 7.07283 -1.03565
H: 2.84093 4.45216 -0.82757
N: -0.15111 1.04204 2.66896
C: -0.24002 -0.29805 2.77979
N: 0.36353 -0.84598 3.83484
C: 0.19549 -2.18125 3.94219
N: 0.92381 -2.78021 4.94069
N: -0.53746 -2.95303 3.17855
C: -1.13645 -2.34545 2.11935
N: -0.93178 -0.98945 1.85818
C: -1.98868 -3.10260 1.27861
C: -2.30492 -4.45714 1.56484
C: -3.16266 -5.13158 0.74410
C: -3.71054 -4.48705 -0.38160
C: -3.34232 -3.17950 -0.60916
N: -2.51607 -2.49496 0.17960
H: 0.46594 1.47390 3.33579
H: -0.23994 1.51774 1.77571
H: 1.21455 -2.16471 5.68181
H: 0.59789 -3.69165 5.21592
H: -1.86138 -4.92002 2.43341
H: -3.41609 -6.16268 0.95772
H: -4.39010 -4.99067 -1.05373
H: -3.72551 -2.64110 -1.47110
C: -1.80352 0.37982 -2.05732
C: -0.83147 1.40114 -2.52264
C: 0.43399 1.02294 -2.98847
C: 1.36812 1.97024 -3.35721
C: 1.04672 3.32707 -3.28176
C: -0.22597 3.71762 -2.87042
C: -1.14826 2.75908 -2.49764
C: 2.05504 4.31914 -3.51913
N: 2.87212 5.12389 -3.62081
H: -1.73109 -0.52869 -2.65757
H: -2.82539 0.75158 -2.11754
H: 0.68981 -0.03058 -3.02688
H: 2.35158 1.66936 -3.69578
H: -0.47409 4.76975 -2.81298
H: -2.12616 3.06943 -2.15000

Computed max |F|, in the same sequence as the records: 0.006, 0.002 Eh/bohr.
Computed ΔE to the lowest compared entry with this formula, charge and spin, in the same sequence as the records: 0.0, 0.0 kJ/mol.
Computed energy, in the same sequence as the records: -3895.2046, -2047.4497 hartree.